[1]
DFT (the ωB97M-V functional and the def2-TZVPD basis) results for a structure of composition C3H3CrO3 at a distorted geometry.

As for the spin multiplicity: 6. The net charge is 0. The value obtained for the total energy is -37717.5793 eV. For the gap between HOMO and LUMO (spin up / spin down), the calculation gives 4.651 / 5.026 eV. Its expectation value of S² is 8.7541.

Each line ends with the Löwdin charge.
Positions of all 10 atoms, in Å:
O -0.9796 1.2988 -1.1035  -0.266
O 2.0080 -0.4993 -0.7634  -0.098
C 0.8844 -0.7098 -0.3385  -0.486
O -0.0428 -1.4937 -0.7363  0.170
C -0.3319 -0.4320 0.4326  -0.031
H -0.4891 -0.9698 1.3730  0.137
C -1.2528 0.6999 0.0534  -0.510
H -1.0058 1.2822 1.0192  0.116
H -2.2927 0.3023 0.1828  0.115
Cr 3.5023 0.5213 -0.1192  0.854

***

[2]
DFT (the ωB97M-V functional and the def2-TZVPD basis) results for a structure of composition C3H3CuLiO2 at a distorted geometry.

As for the spin multiplicity: 2. The net charge is 0. The value obtained for the total energy is -52093.9247 eV. For the gap between HOMO and LUMO (spin up / spin down), the calculation gives 3.654 / 4.825 eV. Its expectation value of S² is 0.7555.

Each line ends with the Löwdin charge.
Positions of all 10 atoms, in Å:
O 0.8647 0.1863 -0.1903  -0.539
C -0.1429 0.2444 -1.1759  -0.627
C -0.4540 1.6650 -1.5832  -0.201
O -0.8928 -2.0196 3.8471  0.089
C 0.0752 -2.0296 3.2664  0.037
Cu 1.7262 -1.0810 1.2561  0.529
Li 1.1334 2.0087 -0.3545  0.604
H -1.0830 -0.2438 -0.8128  0.080
H 0.1414 -0.4018 -2.0440  0.084
H -1.3681 1.6714 -2.2089  -0.055

***

[3]
DFT (the ωB97M-V functional and the def2-TZVPD basis) results for a structure of composition C3H3CuO2 at a distorted geometry.

The net charge is -2. The value obtained for the total energy is -51884.7272 eV. For the gap between HOMO and LUMO (spin up / spin down), the calculation gives 4.170 / 4.169 eV.

Each line ends with the Löwdin charge.
Positions of all 9 atoms, in Å:
H -2.6529 -0.7803 -1.9287  -0.046
O 0.3226 -1.3342 -0.5287  -0.454
O -2.4337 -2.2921 1.4789  -0.176
C -1.0042 -1.2155 -0.0727  -0.711
C -1.2189 -1.2283 -1.5701  -0.338
C -1.5585 -2.4738 0.6120  -0.342
H -1.2017 -0.2780 0.4966  0.096
H -0.9365 -0.2590 -2.0241  -0.074
Cu -0.2556 -3.3085 -1.1724  0.044

***

[4]
DFT (the ωB97M-V functional and the def2-TZVPD basis) results for a structure of composition C3H3EuO4 at a distorted geometry.

As for the spin multiplicity: 9. The net charge is +2. The value obtained for the total energy is -30657.7922 eV. For the gap between HOMO and LUMO (spin up / spin down), the calculation gives 9.731 / 6.922 eV. Its expectation value of S² is 20.0162.

Each line ends with the Löwdin charge.
Positions of all 11 atoms, in Å:
C -0.9681 0.9188 -1.1170  -0.090
C -0.5296 0.9212 0.3188  -0.105
O 0.6573 0.2380 0.5823  0.095
O -0.4043 0.2579 -1.9712  -0.115
H -1.6892 1.7020 -1.4054  0.180
H -0.3544 1.9648 0.6362  0.204
Eu 0.8758 -1.6601 -1.9838  1.887
O 1.6316 -1.4147 2.3729  0.249
O 1.0674 -2.1142 0.3382  -0.047
C 1.0741 -1.3537 1.2825  -0.438
H -1.3605 0.5401 0.9466  0.180

***

[5]
DFT (the ωB97M-V functional and the def2-TZVPD basis) results for a cluster of 2 separate species, C3H3F in total at a distorted geometry.

The net charge is 0. The value obtained for the total energy is -5870.3258 eV. For the gap between HOMO and LUMO (spin up / spin down), the calculation gives 8.795 / 9.386 eV.

Each line ends with the Löwdin charge.
Positions of all 7 atoms, in Å:
C -0.4210 -0.2680 0.7695  -0.005
C -0.4429 -0.7276 -0.4828  0.044
C 0.5456 0.2775 -0.0979  -0.350
F 1.9238 0.0950 0.0209  -0.032
H -0.9358 -0.4432 1.6529  0.085
H -0.7639 -1.2177 -1.4329  0.126
H 0.0942 2.2839 -0.4298  0.132

***

[6]
DFT (the ωB97M-V functional and the def2-TZVPD basis) results for the molecule C3H3F2IO at a distorted geometry.

As for the structure (SMILES): COC(I)=C(F)F. The net charge is 0. The value obtained for the total energy is -18740.0949 eV. For the gap between HOMO and LUMO, the calculation gives 8.534 eV.

Each line ends with the Löwdin charge.
Positions of all 10 atoms, in Å:
C -1.5123 0.1435 -0.0258  -0.094
O -0.4331 0.7799 -0.6082  -0.205
C 0.8624 0.4290 -0.3355  -0.506
I 2.1770 2.3551 -0.4465  0.699
C 1.2580 -0.7687 0.0953  -0.370
F 2.5186 -1.0901 0.4432  0.087
F 0.4108 -1.8157 0.2584  0.093
H -1.8522 -0.6438 -0.6285  0.077
H -2.3023 0.8483 0.2678  0.102
H -1.1269 -0.2373 0.9798  0.117

***

[7]
DFT (the ωB97M-V functional and the def2-TZVPD basis) results for the molecule C3H3F2IO at a distorted geometry.

As for the structure (SMILES): O=CCC(F)(F)I. The net charge is 0. The value obtained for the total energy is -18740.8164 eV. For the gap between HOMO and LUMO, the calculation gives 9.979 eV.

Each line ends with the Löwdin charge.
Positions of all 10 atoms, in Å:
O -1.1155 1.5269 -0.7888  0.080
C -1.4278 0.4161 -0.4734  -0.306
C -0.4689 -0.6474 -0.1597  -0.045
C 1.1241 0.1852 0.2904  -0.844
F 1.6692 0.9004 -0.6642  0.045
F 0.9620 1.0218 1.3890  -0.043
I 2.4774 -1.3967 1.0044  0.797
H -2.4612 0.2199 -0.2973  0.109
H -0.5820 -1.1052 0.8168  0.084
H -0.1774 -1.1210 -1.1172  0.123

***

[8]
DFT (the ωB97M-V functional and the def2-TZVPD basis) results for the molecule C3H3F2N at a distorted geometry.

As for the structure (SMILES): N#C[C@@H](F)CF. The net charge is 0. The value obtained for the total energy is -10082.9969 eV. For the gap between HOMO and LUMO, the calculation gives 12.406 eV.

Each line ends with the Löwdin charge.
Positions of all 9 atoms, in Å:
N 2.4177 0.3056 0.5908  0.194
C 1.3668 0.5703 0.2394  -0.201
C 0.0132 0.7695 -0.0937  -0.299
F -0.3439 1.2827 -1.2910  0.030
C -0.5858 -0.8117 -0.0169  -0.117
F -1.9265 -0.8178 0.2835  -0.037
H -0.5990 1.2959 0.6251  0.151
H 0.1535 -1.3296 0.7238  0.138
H -0.4960 -1.2648 -1.0610  0.140

***

[9]
DFT (the ωB97M-V functional and the def2-TZVPD basis) results for the molecule C3H3F2N at a distorted geometry.

As for the structure (SMILES): N#C[C@@H](F)CF. The net charge is 0. The value obtained for the total energy is -10083.1638 eV. For the gap between HOMO and LUMO, the calculation gives 12.926 eV.

Each line ends with the Löwdin charge.
Positions of all 9 atoms, in Å:
N 2.4519 0.2905 0.1300  0.186
C 1.3669 0.5422 0.1892  -0.186
C -0.1088 0.6246 0.2417  -0.282
F -0.5888 1.6465 -0.5633  0.000
C -0.5772 -0.7880 -0.2345  -0.207
F -1.7131 -0.7729 -0.9014  0.032
H -0.4728 0.9878 1.3074  0.186
H -0.6547 -1.3839 0.6899  0.134
H 0.2967 -1.1469 -0.8589  0.137

***

[10]
DFT (the ωB97M-V functional and the def2-TZVPD basis) results for the molecule C3H3F2N at a distorted geometry.

As for the structure (SMILES): N#C[C@@H](F)CF. The net charge is 0. The value obtained for the total energy is -10083.0922 eV. For the gap between HOMO and LUMO, the calculation gives 12.883 eV.

Each line ends with the Löwdin charge.
Positions of all 9 atoms, in Å:
N 2.5268 0.5440 0.1634  0.186
C 1.4151 0.6246 0.2957  -0.166
C -0.0436 0.6991 0.3338  -0.277
F -0.4371 1.6180 -0.5531  0.052
C -0.5532 -0.7708 -0.2325  -0.106
F -1.7953 -0.6372 -0.8525  -0.052
H -0.5274 0.8058 1.2545  0.128
H -0.6314 -1.5832 0.5367  0.130
H 0.0463 -1.3003 -0.9461  0.106

***

[11]
DFT (the ωB97M-V functional and the def2-TZVPD basis) results for a cluster of 2 separate species, C3H3F2N5O2 in total at a distorted geometry.

The net charge is 0. The value obtained for the total energy is -20132.1914 eV. For the gap between HOMO and LUMO (spin up / spin down), the calculation gives 5.001 / 5.002 eV.

Each line ends with the Löwdin charge.
Positions of all 15 atoms, in Å:
C -1.4990 1.5575 -0.1938  -0.485
C 0.5478 0.0663 -0.1107  -0.011
C -5.1675 -0.3898 -0.1724  -0.365
N -1.6283 2.9014 -0.0675  0.087
N -0.4501 3.3768 0.1270  -0.064
N 0.4618 2.4906 0.1155  0.048
N -0.1376 1.3129 -0.0080  -0.102
N -4.2385 0.1135 0.5196  0.056
O -4.0364 0.3066 1.7003  0.105
O -2.3376 0.6907 -0.4830  0.065
F -6.2949 -0.8702 0.3338  0.188
F -5.1270 -0.4758 -1.4788  0.194
H 1.3156 0.0217 0.6611  0.094
H -0.1792 -0.7338 0.0274  0.094
H 1.0245 -0.0334 -1.0869  0.097

***

[12]
DFT (the ωB97M-V functional and the def2-TZVPD basis) results for a cluster of 2 separate species, C3H3F2NO in total at a distorted geometry.

As for the structure (SMILES): N#CC(=O)CF.F. The net charge is 0. The value obtained for the total energy is -12130.4247 eV. For the gap between HOMO and LUMO, the calculation gives 10.453 eV.

Each line ends with the Löwdin charge.
Positions of all 10 atoms, in Å:
N 1.6218 -2.3607 -1.4632  0.216
C 0.7570 -1.7523 -1.0430  -0.105
C -0.1705 -0.8110 -0.4558  -0.317
O -1.3750 -0.6913 -0.5121  0.117
C 0.5470 0.2105 0.5022  -0.155
F 1.8544 0.3365 0.3063  0.011
H 0.4728 -0.2486 1.4076  0.104
H 0.0480 1.1931 0.4816  0.119
F -1.6325 2.4274 0.3478  -0.023
H -2.1229 1.6964 0.4286  0.033

***

[13]
DFT (the ωB97M-V functional and the def2-TZVPD basis) results for the molecule C3H3F2NO2 at a distorted geometry.

As for the structure (SMILES): O=C1N(O)CC1(F)F. The net charge is 0. The value obtained for the total energy is -14175.0755 eV. For the gap between HOMO and LUMO, the calculation gives 10.207 eV.

Each line ends with the Löwdin charge.
Positions of all 11 atoms, in Å:
O 2.3691 0.0901 -0.3341  0.174
C 1.2176 -0.0849 -0.1759  -0.391
N 0.0498 -0.4208 -0.7946  -0.080
O 0.0806 -1.6516 -1.5807  -0.035
C -0.9818 0.2298 0.1551  0.030
C 0.3922 0.6269 0.9597  -0.431
F 0.6075 1.8952 1.1770  0.150
F 0.4375 0.0507 2.2214  0.067
H -0.7099 -1.3780 -2.3578  0.223
H -1.6141 1.1304 -0.0751  0.107
H -1.8487 -0.4880 0.8051  0.185

***

[14]
DFT (the ωB97M-V functional and the def2-TZVPD basis) results for the molecule C3H3F3 at a distorted geometry.

As for the structure (SMILES): F[C@H]1[C@H](F)[C@H]1F. The net charge is 0. The value obtained for the total energy is -11310.0128 eV. For the gap between HOMO and LUMO, the calculation gives 11.700 eV.

Each line ends with the Löwdin charge.
Positions of all 9 atoms, in Å:
F 1.2654 1.4199 -0.3881  0.010
C 0.2482 0.7670 0.2838  -0.159
C -0.7392 -0.0516 -0.5104  -0.290
F -1.9959 0.0245 -0.2537  0.107
C 0.2436 -0.7806 0.2974  -0.173
F 1.2679 -1.3890 -0.3976  0.016
H 0.0195 1.2382 1.2599  0.161
H -0.4044 0.0214 -1.5498  0.175
H 0.0950 -1.2500 1.2585  0.152

***

[15]
DFT (the ωB97M-V functional and the def2-TZVPD basis) results for a cluster of 2 separate species, C3H3F3 in total at a distorted geometry.

The net charge is 0. The value obtained for the total energy is -11308.9077 eV. For the gap between HOMO and LUMO, the calculation gives 10.098 eV.

Each line ends with the Löwdin charge.
Positions of all 9 atoms, in Å:
C 0.0414 0.0245 -0.2793  0.035
C -0.3821 1.2302 -0.5621  -0.355
C 0.2392 -0.9014 0.8124  -0.043
F 0.4851 -0.7829 -1.9252  -0.244
F -0.4734 1.8246 -1.7220  0.177
F -0.7903 2.0464 0.4172  0.135
H 0.9781 -0.5112 1.5144  0.097
H 0.6067 -1.8450 0.4131  0.099
H -0.7046 -1.0851 1.3315  0.099

***

[16]
DFT (the ωB97M-V functional and the def2-TZVPD basis) results for a cluster of 2 separate species, C3H3F3 in total at a distorted geometry.

As for the structure (SMILES): C=C=C(F)F.F. The net charge is 0. The value obtained for the total energy is -11309.5583 eV. For the gap between HOMO and LUMO, the calculation gives 10.844 eV.

Each line ends with the Löwdin charge.
Positions of all 9 atoms, in Å:
C 0.5601 -1.1748 -0.7066  0.058
C 1.5998 -0.4068 -0.4352  -0.009
C 2.6123 0.3102 -0.0557  -0.353
F 2.4452 1.6636 -0.1183  0.082
F 3.7258 -0.1898 0.4535  0.140
H -0.2185 -1.3535 0.0284  0.073
H 0.2738 -1.6052 -1.6348  0.056
F -0.4805 2.0270 0.2841  -0.067
H 0.2257 1.4509 0.1334  0.021

***

[17]
DFT (the ωB97M-V functional and the def2-TZVPD basis) results for a cluster of 2 separate species, C3H3F3 in total at a distorted geometry.

As for the spin multiplicity: 3. The net charge is 0. The value obtained for the total energy is -11304.7683 eV. For the gap between HOMO and LUMO (spin up / spin down), the calculation gives 7.550 / 8.218 eV. Its expectation value of S² is 2.0111.

Each line ends with the Löwdin charge.
Positions of all 9 atoms, in Å:
C -0.3873 -0.7702 -1.4330  0.028
C 0.1352 0.2015 -0.7314  -0.195
C 0.1528 0.3490 1.4826  -0.281
F 0.9961 1.0767 -1.2221  0.066
F 0.5488 1.5998 1.7692  0.074
F -1.0649 0.1298 1.9404  0.087
H -0.0719 -0.6159 -2.3681  0.019
H -1.1022 -1.5055 -0.9911  0.088
H 0.7934 -0.4652 1.5535  0.114

***

[18]
DFT (the ωB97M-V functional and the def2-TZVPD basis) results for the molecule C3H3F3N2 at a distorted geometry.

As for the structure (SMILES): N=C=NCC(F)(F)F. The net charge is 0. The value obtained for the total energy is -14291.4955 eV. For the gap between HOMO and LUMO, the calculation gives 10.835 eV.

Each line ends with the Löwdin charge.
Positions of all 11 atoms, in Å:
N 2.6053 1.0903 -0.7381  0.145
C 1.6615 0.3763 -0.3517  -0.244
N 0.9912 -0.5490 0.0572  0.108
C -0.2363 -0.8399 0.6263  -0.110
C -1.3999 0.0836 0.1470  -0.516
F -1.2554 1.3856 0.4093  0.145
F -1.5660 -0.0234 -1.2802  0.048
F -2.5886 -0.2495 0.6683  0.133
H 2.4303 1.3843 -1.6483  0.034
H -0.4318 -1.8073 0.3571  0.097
H -0.2103 -0.8511 1.7532  0.160

***

[19]
DFT (the ωB97M-V functional and the def2-TZVPD basis) results for a cluster of 2 separate species, C3H3F3OS in total at a distorted geometry.

The net charge is 0. The value obtained for the total energy is -24193.0157 eV. For the gap between HOMO and LUMO, the calculation gives 10.127 eV.

Each line ends with the Löwdin charge.
Positions of all 11 atoms, in Å:
C -0.3202 0.3335 0.4448  -0.606
C -0.8630 -1.8568 -1.0807  -0.340
C 1.0739 1.8070 0.9291  -0.488
O -1.2968 0.2780 1.0616  0.089
F 0.7613 3.0151 0.4299  0.102
F 1.3577 1.9728 2.2132  0.131
F 2.1960 1.3766 0.2517  0.017
S 0.4466 -0.5651 -0.8000  0.971
H -1.6837 -1.5256 -1.7794  0.062
H -1.5011 -2.2845 -0.2285  0.083
H -0.1708 -2.5510 -1.4417  -0.020

***

[20]
DFT (the ωB97M-V functional and the def2-TZVPD basis) results for a cluster of 2 separate species, C3H3FI2 in total at a distorted geometry.

As for the structure (SMILES): FC1(I)C=C1.I. The net charge is 0. The value obtained for the total energy is -22075.1184 eV. For the gap between HOMO and LUMO, the calculation gives 9.695 eV.

Each line ends with the Löwdin charge.
Positions of all 9 atoms, in Å:
F -1.9782 1.8624 -0.6601  -0.108
C -2.2623 0.7257 0.0601  -0.915
I -4.3974 0.6304 0.0239  0.789
C -1.3630 0.3075 1.1880  0.035
C -1.3821 -0.4367 0.0848  -0.006
H -1.0872 0.5866 2.0844  0.047
H -1.2922 -1.2993 -0.5132  0.096
I 2.1418 1.6634 0.0445  0.337
H 1.2732 2.9149 -0.6631  -0.276